<1>
Here is a structure of composition C6H11NO3S from the Open Molecules 2025 dataset. Energies are from wB97M-V/def2-TZVPD.

ORCA input file:
```
! RIJCOSX wB97M-V def2-TZVPD def2/J DEFGRID3
* xyz 0 1
C 0.199 -0.539 1.150
C 1.590 2.111 0.478
C 0.275 0.160 -0.224
C -0.517 -1.695 1.472
C 0.526 -0.943 -1.232
C -0.895 1.115 -0.411
N 0.532 0.486 2.656
O 1.926 2.570 3.034
O -0.374 2.752 2.339
O 1.503 0.921 -0.320
S 0.882 2.036 2.199
H 2.702 2.456 0.509
H 1.085 2.822 -0.150
H -0.072 -2.753 0.977
H -1.548 -1.548 0.993
H -0.568 -1.924 2.486
H -0.491 -1.352 -1.647
H 1.209 -1.658 -0.942
H 1.071 -0.439 -2.103
H -1.074 1.559 0.587
H -1.760 0.598 -0.806
H -0.502 1.818 -1.089
*
```

## Properties
- E_HOMO (spin up / spin down): -10.11 / -9.11 eV
- HOMO-LUMO gap (spin up / spin down): 9.15 / 7.42 eV

Atom charges from the natural (NBO) analysis, given in e for atoms 1 to 2: number 1, C, carries 0.427; number 2, C, carries -0.332

<2>
Here is a cluster of 2 separate species, C6H11NO3S in total from the Open Molecules 2025 dataset. Energies are from wB97M-V/def2-TZVPD.

ORCA input file:
```
! RIJCOSX wB97M-V def2-TZVPD def2/J DEFGRID3
* xyz 0 1
C -1.934 1.339 -0.924
C -2.189 1.429 0.572
C -0.993 0.717 1.168
C -0.229 0.201 0.012
C 0.217 -2.548 1.022
C 2.280 -0.518 -1.418
N -0.874 0.551 -1.136
O -0.509 0.054 -2.238
O 2.265 -0.118 1.223
O 1.987 1.766 -0.296
S 1.687 0.425 0.019
H -2.497 1.788 -1.715
H -2.336 2.495 0.849
H -3.062 0.879 0.857
H -0.365 1.420 1.600
H -1.400 -0.114 1.694
H 0.020 -3.076 0.184
H -0.442 -2.277 1.881
H 1.188 -2.386 1.495
H 3.397 -0.474 -1.254
H 1.910 -1.589 -1.371
H 1.877 0.037 -2.225
*
```

## Properties
- E_HOMO (spin up / spin down): -8.72 / -8.90 eV
- HOMO-LUMO gap (spin up / spin down): 8.50 / 7.81 eV

Atom charges from the natural (NBO) analysis, given in e for atoms 1 to 2: number 1, C, carries 0.054; number 2, C, carries -0.443

Least stable structure: <2>

<1>
Here is a structure of composition C31H35N5O8PPdS3 from the Open Molecules 2025 dataset. Energies are from wB97M-V/def2-TZVPD.

ORCA input file:
```
! RIJCOSX wB97M-V def2-TZVPD def2/J DEFGRID3
* xyz 0 2
Pd 0.406 -0.966 1.090
C 4.591 -1.585 3.415
C 3.322 -0.933 3.899
O 2.227 -1.838 3.590
P 0.718 -1.393 3.767
S -0.357 -2.628 2.523
S 0.243 0.393 3.045
O 0.416 -1.514 5.298
C 0.137 -2.744 6.020
C 1.418 -3.358 6.535
H 5.435 -0.922 3.610
H 4.534 -1.769 2.343
H 4.765 -2.530 3.929
H 3.131 0.010 3.384
H 3.328 -0.766 4.978
H -0.403 -3.420 5.362
H -0.541 -2.441 6.812
H 2.083 -3.623 5.712
H 1.185 -4.268 7.089
H 1.937 -2.672 7.205
O -2.533 -1.545 5.249
S -3.453 -1.778 4.165
O -4.332 -2.904 4.281
N -2.664 -1.798 2.733
C -2.904 -0.710 1.953
O -2.341 -0.446 0.906
C -3.960 0.164 2.569
C -4.487 1.332 2.050
C -5.428 2.016 2.810
C -5.827 1.537 4.055
C -5.294 0.365 4.576
C -4.358 -0.297 3.807
H -4.157 1.691 1.084
H -5.859 2.934 2.433
H -6.563 2.088 4.625
H -5.597 -0.014 5.542
C -2.707 0.528 -3.183
N -1.968 1.193 -2.118
C -2.265 2.464 -1.780
C -1.611 3.115 -0.794
C -0.568 2.384 -0.147
N -0.282 1.142 -0.451
C -0.962 0.481 -1.437
O -0.729 -0.677 -1.726
N 0.193 2.984 0.795
H -3.747 0.383 -2.891
H -2.245 -0.440 -3.347
H -2.653 1.124 -4.094
H -3.055 2.932 -2.354
H -1.839 4.140 -0.546
H -0.068 3.873 1.180
H 0.888 2.429 1.267
C -0.637 1.233 -6.628
C 0.032 1.788 -5.397
C -0.056 3.150 -5.132
C 0.530 3.687 -3.996
C 1.248 2.869 -3.147
C 1.357 1.500 -3.400
N 2.062 0.734 -2.455
C 2.914 -0.325 -2.711
C 3.662 -0.400 -3.888
C 4.472 -1.495 -4.136
C 4.560 -2.542 -3.227
C 3.825 -2.475 -2.054
C 3.028 -1.373 -1.782
C 2.220 -1.291 -0.546
O 1.418 -2.225 -0.229
O 2.244 -0.232 0.146
C 0.705 0.935 -4.510
C 0.657 -0.553 -4.725
H -0.976 2.039 -7.276
H -1.507 0.621 -6.372
H 0.039 0.596 -7.200
H -0.589 3.791 -5.824
H 0.453 4.747 -3.791
H 1.753 3.276 -2.278
H 1.798 0.858 -1.487
H 3.588 0.406 -4.607
H 5.044 -1.530 -5.055
H 5.191 -3.397 -3.431
H 3.859 -3.283 -1.333
H 0.713 -1.085 -3.780
H 1.474 -0.905 -5.362
H -0.279 -0.838 -5.206
*
```

## Properties
- E_HOMO (spin up / spin down): -7.41 / -7.41 eV
- HOMO-LUMO gap (spin up / spin down): 6.31 / 5.27 eV
- <S²>: 0.759

Atom charges from the Mulliken analysis, given in e for atoms 1 to 2: number 1, Pd, carries -0.007; number 2, C, carries -1.242

<2>
Here is a structure of composition C31H35N5O8PPdS3 from the Open Molecules 2025 dataset. Energies are from wB97M-V/def2-TZVPD.

ORCA input file:
```
! RIJCOSX wB97M-V def2-TZVPD def2/J DEFGRID3
* xyz 0 2
Pd 1.670 -0.194 0.241
C -2.823 -2.153 3.283
C -1.531 -2.852 3.623
O -0.435 -1.893 3.667
P 0.535 -1.710 2.433
S 1.385 0.108 2.541
S -0.244 -1.921 0.618
O 1.635 -2.854 2.583
C 2.444 -2.931 3.778
C 2.200 -4.256 4.458
H -3.645 -2.870 3.318
H -2.790 -1.715 2.287
H -3.027 -1.360 4.001
H -1.289 -3.641 2.908
H -1.560 -3.290 4.619
H 2.216 -2.093 4.438
H 3.479 -2.826 3.453
H 1.167 -4.330 4.800
H 2.856 -4.359 5.323
H 2.398 -5.079 3.772
O 2.200 1.939 -3.155
S 1.099 1.047 -2.950
O -0.191 1.590 -2.637
N 1.490 -0.195 -1.903
C 1.653 -1.373 -2.566
O 2.008 -2.425 -2.047
C 1.336 -1.271 -4.020
C 1.376 -2.277 -4.968
C 1.044 -1.950 -6.276
C 0.688 -0.646 -6.620
C 0.655 0.362 -5.666
C 0.981 0.007 -4.372
H 1.654 -3.283 -4.683
H 1.063 -2.713 -7.042
H 0.434 -0.418 -7.647
H 0.385 1.378 -5.922
C 6.605 0.962 0.483
N 5.731 -0.203 0.346
C 6.193 -1.360 -0.180
C 5.402 -2.438 -0.329
C 4.033 -2.309 0.057
N 3.546 -1.144 0.487
C 4.382 -0.051 0.673
O 3.962 1.001 1.104
N 3.246 -3.385 0.084
H 7.595 0.629 0.784
H 6.185 1.616 1.240
H 6.662 1.509 -0.457
H 7.239 -1.367 -0.456
H 5.780 -3.371 -0.714
H 3.495 -4.148 -0.524
H 2.250 -3.209 0.143
C -6.780 1.248 -0.960
C -5.794 1.225 0.178
C -6.206 0.806 1.438
C -5.312 0.752 2.496
C -4.004 1.160 2.305
C -3.578 1.595 1.053
N -2.225 1.977 0.910
C -1.790 3.175 0.389
C -2.663 4.273 0.339
C -2.255 5.486 -0.177
C -0.959 5.661 -0.650
C -0.083 4.596 -0.580
C -0.471 3.359 -0.068
C 0.577 2.298 -0.077
O 1.749 2.514 -0.343
O 0.150 1.092 0.221
C -4.460 1.598 -0.036
C -3.983 1.940 -1.421
H -7.787 1.036 -0.602
H -6.531 0.503 -1.720
H -6.792 2.219 -1.459
H -7.239 0.514 1.586
H -5.642 0.418 3.472
H -3.294 1.171 3.123
H -1.525 1.258 1.018
H -3.670 4.157 0.718
H -2.959 6.309 -0.203
H -0.642 6.610 -1.062
H 0.934 4.682 -0.937
H -2.902 1.853 -1.507
H -4.251 2.962 -1.702
H -4.435 1.271 -2.155
*
```

## Properties
- E_HOMO (spin up / spin down): -7.01 / -7.01 eV
- HOMO-LUMO gap (spin up / spin down): 5.95 / 5.08 eV
- <S²>: 0.757

Atom charges from the Mulliken analysis, given in e for atoms 1 to 2: number 1, Pd, carries 0.622; number 2, C, carries -1.068

Least stable structure: <1>

<1>
Here is a cluster of 2 separate species, CH7NS in total from the Open Molecules 2025 dataset. Energies are from wB97M-V/def2-TZVPD.

ORCA input file:
```
! RIJCOSX wB97M-V def2-TZVPD def2/J DEFGRID3
* xyz 0 1
S -0.601 -1.905 -4.367
H -1.319 -2.918 -3.979
C 0.457 1.442 4.828
N 0.830 2.568 4.002
H 0.182 1.698 5.846
H -0.294 0.853 4.281
H 1.182 0.594 4.837
H -1.028 -1.357 -5.527
H 1.773 2.887 4.202
H 0.798 2.271 3.034
*
```

## Properties
- Structure (SMILES): CN.S
- E_HOMO: -9.22 eV
- HOMO-LUMO gap: 10.19 eV

Atom charges from the natural (NBO) analysis, given in e for atoms 1 to 2: number 1, S, carries -0.315; number 2, H, carries 0.150

<2>
Here is a cluster of 2 separate species, CH7NS in total from the Open Molecules 2025 dataset. Energies are from wB97M-V/def2-TZVPD.

ORCA input file:
```
! RIJCOSX wB97M-V def2-TZVPD def2/J DEFGRID3
* xyz 0 1
S -0.780 -2.202 1.053
H -1.676 -3.138 0.744
C 0.970 0.921 -0.306
N -0.428 0.420 -0.191
H 1.292 0.957 -1.333
H 1.023 1.935 0.107
H 1.681 0.476 0.389
H -0.308 -0.835 0.694
H -0.756 0.230 -1.135
H -1.017 1.237 -0.022
*
```

## Properties
- Structure (SMILES): CN.S
- E_HOMO: -8.27 eV
- HOMO-LUMO gap: 8.88 eV

Atom charges from the natural (NBO) analysis, given in e for atoms 1 to 2: number 1, S, carries -0.680; number 2, H, carries 0.207

Least stable structure: <2>

<1>
Here is a cluster of 2 separate species, CH7N2OP in total from the Open Molecules 2025 dataset. Energies are from wB97M-V/def2-TZVPD.

ORCA input file:
```
! RIJCOSX wB97M-V def2-TZVPD def2/J DEFGRID3
* xyz 0 1
C -1.488 0.135 0.295
N 1.942 -1.463 -0.383
N -0.614 1.182 -0.004
O 2.729 0.923 -0.421
P 1.840 -0.062 0.524
H -2.577 0.206 0.089
H -1.236 -0.886 -0.257
H -1.629 -0.042 1.327
H 1.116 -2.090 -0.329
H 2.598 -1.428 -1.107
H -0.692 2.003 0.554
H 3.074 1.634 0.030
*
```

## Properties
- E_HOMO (spin up / spin down): -8.22 / -6.35 eV
- HOMO-LUMO gap (spin up / spin down): 8.69 / 6.44 eV

Atom charges from the natural (NBO) analysis, given in e for atoms 1 to 2: number 1, C, carries -0.453; number 2, N, carries -1.193

<2>
Here is a structure of composition CH7N2OP from the Open Molecules 2025 dataset. Energies are from wB97M-V/def2-TZVPD.

ORCA input file:
```
! RIJCOSX wB97M-V def2-TZVPD def2/J DEFGRID3
* xyz 0 1
C 1.378 0.353 0.245
N -1.032 -1.360 -0.284
N 0.488 1.171 -0.510
O -1.944 0.707 0.619
P -1.494 0.146 -0.787
H 0.962 0.197 1.188
H 1.653 -0.650 -0.152
H 2.373 0.842 0.226
H -1.266 -2.166 -0.770
H -0.819 -1.346 0.721
H 0.811 1.174 -1.532
H -1.110 0.932 1.035
*
```

## Properties
- E_HOMO: -8.25 eV
- HOMO-LUMO gap: 9.15 eV

Atom charges from the natural (NBO) analysis, given in e for atoms 1 to 2: number 1, C, carries -0.435; number 2, N, carries -1.199

Least stable structure: <1>